w) This record from the Open Molecules 2025 dataset describes a cluster of 4 separate species, C12H28N4O4 in total. The level of theory is the ωB97M-V functional and the def2-TZVPD basis.

```
48
Properties=species:S:1:pos:R:3
C 2.649 0.268 0.934
N 1.325 0.613 0.522
C 0.234 0.143 1.339
C 1.108 1.346 -0.600
O 0.013 1.680 -1.004
H 2.762 0.501 2.002
H 3.414 0.799 0.373
H 2.876 -0.805 0.883
H -0.694 0.588 0.991
H 0.139 -0.946 1.341
H 0.370 0.449 2.384
H 2.040 1.602 -1.130
C -2.414 0.567 -3.195
N -3.170 0.189 -2.030
C -4.577 0.553 -1.976
C -2.592 -0.486 -1.023
O -3.142 -0.852 0.000
H -1.362 0.700 -2.942
H -2.792 1.511 -3.584
H -2.467 -0.177 -3.999
H -5.131 0.035 -2.765
H -4.998 0.295 -1.012
H -4.677 1.624 -2.163
H -1.516 -0.661 -1.199
C 5.867 -1.726 -1.834
N 5.594 -0.310 -1.970
C 6.651 0.607 -1.632
C 4.400 0.139 -2.402
O 4.128 1.309 -2.580
H 6.600 -2.074 -2.564
H 4.965 -2.317 -2.008
H 6.179 -1.965 -0.815
H 7.590 0.070 -1.524
H 6.762 1.397 -2.372
H 6.460 1.079 -0.659
H 3.671 -0.673 -2.557
C -3.013 -1.511 3.317
N -3.969 -0.438 3.520
C -3.790 0.786 2.781
C -5.043 -0.579 4.317
O -5.888 0.273 4.502
H -1.995 -1.124 3.339
H -3.160 -1.959 2.328
H -3.162 -2.283 4.067
H -2.965 0.652 2.088
H -4.690 1.093 2.257
H -3.489 1.593 3.461
H -5.101 -1.576 4.794
```

Results
Frontier orbital gap = 9.14 eV
Charge = 0
E_HOMO = -8.8 eV

=====

x) This record from the Open Molecules 2025 dataset describes a cluster of 4 separate species, C12H28N4O4 in total. The level of theory is the ωB97M-V functional and the def2-TZVPD basis.

```
48
Properties=species:S:1:pos:R:3
C 1.555 1.115 3.318
N 0.581 1.906 2.603
C 0.611 3.326 2.685
C -0.456 1.205 2.027
O -1.444 1.741 1.464
H 1.209 0.837 4.313
H 2.437 1.751 3.244
H 1.776 0.196 2.774
H 0.709 3.618 3.731
H 1.583 3.618 2.287
H -0.131 3.760 2.015
H -0.310 0.114 2.061
C -2.012 1.791 -1.896
N -2.609 3.100 -2.226
C -2.507 3.675 -3.580
C -3.043 3.736 -1.126
O -3.338 4.924 -1.048
H -1.013 1.582 -2.281
H -2.553 1.023 -2.450
H -1.892 1.432 -0.874
H -3.352 3.348 -4.185
H -2.696 4.742 -3.458
H -1.588 3.377 -4.084
H -3.010 3.120 -0.214
C 3.773 0.451 -2.120
N 2.781 -0.273 -1.378
C 3.097 -1.690 -1.059
C 1.591 0.325 -1.086
O 0.599 -0.260 -0.533
H 3.795 -0.028 -3.098
H 4.779 0.327 -1.719
H 3.601 1.523 -2.212
H 3.941 -2.115 -1.602
H 3.155 -2.002 -0.016
H 2.339 -2.278 -1.577
H 1.493 1.370 -1.421
C -0.247 -4.456 0.093
N -1.225 -4.238 1.118
C -2.058 -5.438 1.363
C -1.079 -3.292 1.997
O -1.746 -3.192 3.025
H 0.415 -5.290 0.326
H 0.386 -3.597 -0.129
H -0.810 -4.800 -0.774
H -1.569 -6.402 1.224
H -2.448 -5.590 2.370
H -2.732 -5.508 0.509
H -0.337 -2.582 1.601
```

Results
Frontier orbital gap = 8.91 eV
Charge = 0
E_HOMO = -8.7 eV

=====

Which structure loses on stability? x) does.

=====

w) This record from the Open Molecules 2025 dataset describes a cluster of 2 separate species, C2H2O2S in total. The level of theory is the ωB97M-V functional and the def2-TZVPD basis.

```
7
Properties=species:S:1:pos:R:3
O -3.545 1.692 0.267
C -3.768 0.563 0.135
S -3.824 -0.927 -0.266
C -0.129 -0.232 0.315
O -0.619 -0.943 1.153
H 0.091 -0.648 -0.668
H 0.519 0.581 0.661
```

Results
Frontier orbital gap = 10.70 eV
Charge = 0
E_HOMO = -10.3 eV

=====

x) This record from the Open Molecules 2025 dataset describes a cluster of 2 separate species, C2H2O2S in total. The level of theory is the ωB97M-V functional and the def2-TZVPD basis.

```
7
Properties=species:S:1:pos:R:3
C 0.160 -0.252 -0.017
C 1.261 -0.919 -0.076
O 2.245 -1.539 -0.109
H -0.239 0.240 -0.880
H -0.372 -0.121 0.902
O 3.420 1.187 -0.178
S 4.297 0.034 0.108
```

Results
Frontier orbital gap (alpha / beta) = 7.58 / 7.59 eV
Charge = 0
E_HOMO (alpha / beta) = -8.7 / -8.7 eV

=====

Which structure loses on stability? x) does.

=====

w) This record from the Open Molecules 2025 dataset describes the molecule C8H15N. The level of theory is the ωB97M-V functional and the def2-TZVPD basis.

```
24
Properties=species:S:1:pos:R:3
C 2.885 1.632 -0.633
C 2.169 0.524 -0.774
C 0.678 -0.253 -1.602
C 0.601 -0.891 -0.269
C -0.929 -0.323 0.327
C -2.069 -1.011 -0.415
C -0.897 -0.782 1.784
C -1.036 1.195 0.275
N 1.757 -0.308 0.279
H 3.278 1.944 0.329
H 3.223 2.192 -1.488
H 0.712 -0.945 -2.437
H 0.211 0.666 -1.922
H 0.543 -1.978 -0.200
H -1.995 -2.092 -0.340
H -3.029 -0.724 0.031
H -2.094 -0.732 -1.464
H -0.770 -1.860 1.869
H -0.097 -0.290 2.336
H -1.849 -0.528 2.258
H -1.333 1.544 -0.714
H -1.806 1.532 0.976
H -0.082 1.659 0.526
H 1.930 -0.172 1.265
```

Results
Frontier orbital gap = 8.60 eV
Charge = 0
E_HOMO = -7.8 eV

=====

x) This record from the Open Molecules 2025 dataset describes the molecule C8H15N. The level of theory is the ωB97M-V functional and the def2-TZVPD basis.

```
24
Properties=species:S:1:pos:R:3
C -0.425 -1.255 0.407
C 0.872 -1.115 -0.348
C -1.538 -2.031 -0.233
C 1.352 1.186 -1.395
C -0.660 0.547 0.421
C 1.110 0.413 -0.095
N -1.494 0.885 -0.683
C -0.900 1.081 1.650
C 1.987 0.692 0.961
H -0.267 -1.455 1.463
H -2.463 0.628 -0.565
H -1.423 1.862 -0.940
H 1.692 -1.728 0.030
H 0.706 -1.307 -1.408
H -2.467 -1.923 0.331
H -1.704 -1.686 -1.255
H -1.284 -3.096 -0.282
H 1.496 2.248 -1.190
H 2.240 0.795 -1.895
H 0.515 1.071 -2.087
H -1.791 1.663 1.837
H -0.241 0.908 2.483
H 2.741 -0.007 1.288
H 1.947 1.624 1.505
```

Results
Frontier orbital gap (alpha / beta) = 7.31 / 7.75 eV
Charge = 0
E_HOMO (alpha / beta) = -7.0 / -7.6 eV

=====

Which structure loses on stability? x) does.

=====

w) This record from the Open Molecules 2025 dataset describes the molecule C18H19BrCl2N5O2P. The level of theory is the ωB97M-V functional and the def2-TZVPD basis.

```
48
Properties=species:S:1:pos:R:3
N 0.258 2.730 3.710
P 0.202 1.398 2.652
O -0.814 0.504 3.238
O 1.668 0.792 2.523
C 1.835 -0.302 1.826
C 3.112 -0.864 1.856
C 3.359 -2.059 1.223
C 2.350 -2.836 0.685
N 2.714 -4.056 0.227
C 1.683 -4.738 -0.249
N 0.376 -4.360 -0.509
C 0.136 -3.118 -0.168
N -1.126 -2.626 -0.385
C -1.264 -2.001 -1.670
C -2.608 -1.764 -2.001
C -3.012 -1.249 -3.226
C -2.056 -0.953 -4.210
C -0.780 -0.955 -3.819
Br 0.467 -0.256 -5.134
C -0.368 -1.439 -2.537
C 1.068 -2.339 0.605
C 0.837 -0.981 1.078
N -0.176 2.096 1.125
C -1.487 2.752 1.142
C -2.257 1.991 0.091
Cl -3.923 2.749 -0.152
C 0.921 3.077 0.825
C 0.769 3.640 -0.585
Cl 2.141 4.811 -0.973
H 0.012 2.201 4.534
H 1.232 3.003 3.823
H 4.014 -0.394 2.300
H 4.341 -2.399 1.241
H 1.804 -5.767 -0.445
H -1.898 -3.217 -0.272
H -3.534 -2.057 -1.495
H -4.112 -1.285 -3.467
H -2.395 -0.726 -5.216
H 0.589 -1.456 -2.243
H -0.140 -0.631 0.881
H -1.973 2.639 2.065
H -1.385 3.843 1.032
H -1.749 1.976 -0.899
H -2.457 0.961 0.436
H 1.964 2.629 0.907
H 1.040 3.928 1.543
H -0.076 4.271 -0.574
H 0.696 2.838 -1.338
```

Results
Frontier orbital gap = 8.50 eV
Charge = 0
E_HOMO = -8.9 eV

=====

x) This record from the Open Molecules 2025 dataset describes the molecule C18H19BrCl2N5O2P. The level of theory is the ωB97M-V functional and the def2-TZVPD basis.

```
48
Properties=species:S:1:pos:R:3
N -0.307 -1.493 -0.055
P -1.000 -0.482 1.078
O -1.833 0.486 0.349
O 0.263 0.096 1.968
C 1.228 0.851 1.370
C 2.328 1.240 2.136
C 3.345 2.027 1.605
C 3.189 2.645 0.351
N 4.122 3.504 -0.095
C 4.060 3.988 -1.263
N 3.109 3.683 -2.236
C 2.070 2.974 -1.771
N 0.920 2.941 -2.538
C 0.415 1.724 -2.965
C 1.347 0.680 -3.502
C 0.813 -0.472 -4.049
C -0.599 -0.798 -3.919
C -1.387 0.240 -3.312
Br -3.202 -0.237 -3.413
C -0.899 1.395 -2.792
C 2.048 2.336 -0.529
C 1.099 1.433 0.025
N -1.876 -1.681 2.015
C -3.248 -1.287 2.335
C -4.199 -2.393 2.806
Cl -4.359 -3.457 1.374
C -1.158 -2.545 3.000
C -0.158 -3.632 2.446
Cl -1.106 -4.805 1.527
H -0.281 -0.884 -0.861
H -1.030 -2.181 -0.115
H 2.403 0.949 3.179
H 4.249 2.402 2.113
H 4.713 4.828 -1.565
H 1.250 3.652 -3.196
H 2.431 0.898 -3.701
H 1.418 -1.204 -4.626
H -1.063 -1.824 -4.170
H -1.579 2.160 -2.450
H 0.212 1.112 -0.438
H -3.747 -0.772 1.509
H -3.294 -0.650 3.220
H -5.283 -2.027 2.903
H -3.947 -2.770 3.757
H -1.838 -3.269 3.524
H -0.688 -1.988 3.872
H 0.416 -4.147 3.244
H 0.632 -3.246 1.854
```

Results
Frontier orbital gap = 8.32 eV
Charge = 0
E_HOMO = -8.6 eV

=====

Which structure loses on stability? x) does.

=====

w) This record from the Open Molecules 2025 dataset describes the molecule C4H10NO2. The level of theory is the ωB97M-V functional and the def2-TZVPD basis.

```
17
Properties=species:S:1:pos:R:3
C -0.091 1.798 0.913
C -0.179 1.024 -0.376
C -0.679 -0.417 -0.147
C 0.386 -1.396 0.251
O 1.538 -0.798 0.606
O 0.256 -2.587 0.263
N -1.154 1.740 -1.289
H 0.406 2.759 0.813
H 0.434 1.243 1.696
H -1.075 1.955 1.343
H 0.754 0.983 -0.916
H -1.128 -0.834 -1.051
H -1.498 -0.393 0.588
H 2.149 -1.522 0.819
H -1.556 1.114 -2.026
H -0.670 2.507 -1.862
H -1.983 2.051 -0.726
```

Results
Expectation value of S² = 0.751
Frontier orbital gap (alpha / beta) = 4.36 / 11.51 eV
Charge = 0
E_HOMO (alpha / beta) = -3.8 / -11.1 eV
Multiplicity = 2

=====

x) This record from the Open Molecules 2025 dataset describes a structure of composition C4H10NO2. The level of theory is the ωB97M-V functional and the def2-TZVPD basis.

```
17
Properties=species:S:1:pos:R:3
C 1.068 0.039 2.327
N 1.084 -0.458 1.082
C 1.375 -1.850 0.997
O 1.388 -0.561 3.394
H 0.668 1.059 2.446
H 0.669 0.002 -0.075
H 2.258 -1.993 1.599
H 1.688 -2.083 -0.041
H 0.530 -2.550 1.332
C -1.176 0.593 -1.061
O 0.166 0.303 -1.130
C -1.587 1.520 -2.186
H -1.419 1.078 -0.086
H -1.808 -0.352 -1.040
H -2.654 1.635 -2.298
H -1.146 1.077 -3.148
H -1.102 2.542 -2.112
```

Results
Expectation value of S² = 0.771
Frontier orbital gap (alpha / beta) = 10.26 / 5.50 eV
Charge = 0
E_HOMO (alpha / beta) = -9.5 / -9.3 eV
Multiplicity = 2

=====

Which structure loses on stability? x) does.

=====

w) This record from the Open Molecules 2025 dataset describes the molecule C3HNO2. The level of theory is the ωB97M-V functional and the def2-TZVPD basis.

```
7
Properties=species:S:1:pos:R:3
C 1.473 -0.861 0.211
C 1.167 0.305 -0.149
O 0.517 1.248 -0.232
N -0.741 1.138 0.226
C -1.570 0.362 -0.056
O -2.540 -0.204 -0.237
H 1.695 -1.988 0.237
```

Results
Frontier orbital gap = 9.23 eV
Charge = 0
E_HOMO = -9.4 eV

=====

x) This record from the Open Molecules 2025 dataset describes the molecule C3HNO2. The level of theory is the ωB97M-V functional and the def2-TZVPD basis.

```
7
Properties=species:S:1:pos:R:3
O 1.689 -0.809 -1.299
C 1.351 -0.745 -0.170
C -0.364 0.742 -0.076
O -0.001 -0.486 0.197
C -1.768 0.912 0.238
N -2.861 1.279 0.378
H 1.954 -0.894 0.731
```

Results
Frontier orbital gap = 8.93 eV
Charge = 0
E_HOMO = -10.3 eV

=====

y) This record from the Open Molecules 2025 dataset describes the molecule C3HNO2. The level of theory is the ωB97M-V functional and the def2-TZVPD basis.

```
7
Properties=species:S:1:pos:R:3
N -0.387 -2.219 0.034
C -0.051 -1.120 -0.167
C 0.444 0.218 -0.415
O 0.855 0.659 -1.499
C -0.123 1.225 0.556
O -0.716 0.771 1.472
H -0.027 2.155 0.135
```

Results
Frontier orbital gap = 9.17 eV
Charge = 0
E_HOMO = -11.1 eV

=====

Which structure loses on stability? w) does.